(1)
C27H61Cl5FMgN6O8 | ωB97M-V/def2-TZVPD

The net charge is +1. The gap between HOMO and LUMO is 4.2079 eV. For the highest occupied orbital energy, the calculation gives -8.74 eV. For the lowest unoccupied orbital energy, the calculation gives -4.53 eV.

XYZ file:
```
109
Properties=species:S:1:pos:R:3:mulliken_charge:R:1
C 1.961 0.397 0.730 -1.22
C 0.556 0.206 0.254 0.92
Cl -0.482 -0.650 1.290 0.09
C 0.139 0.681 -0.917 0.11
Cl -1.496 0.437 -1.426 -0.42
N 1.024 1.375 -1.767 0.68
C 0.735 2.526 -2.408 -1.22
N 0.536 2.531 -3.795 -0.20
C 1.665 3.312 -4.350 0.03
C 1.720 4.723 -3.700 -0.69
C 0.626 4.853 -2.642 -0.38
N 0.684 3.689 -1.764 0.60
H 2.586 -0.338 0.227 0.18
H 2.015 0.305 1.806 0.45
H 2.337 1.385 0.459 0.27
H 1.934 0.968 -1.956 -0.08
H -0.358 2.968 -4.008 0.39
H 2.543 2.765 -4.018 -0.22
H 1.677 3.376 -5.430 0.43
H 1.613 5.479 -4.471 0.39
H 2.710 4.859 -3.270 0.31
H 0.730 5.777 -2.086 0.16
H -0.332 4.905 -3.161 0.32
H -0.018 3.701 -1.009 0.11
F -1.701 -2.017 2.871 -0.91
C 5.215 1.147 -2.955 -0.14
Cl 6.873 0.941 -2.443 -0.10
Cl 4.235 -0.277 -2.567 -0.01
Cl 4.504 2.598 -2.208 -0.06
H 5.201 1.276 -4.029 0.33
O 2.230 -4.493 -3.270 -0.46
C 2.172 -3.391 -2.764 0.50
C 2.095 -3.690 -0.826 0.13
O 2.022 -2.585 -0.314 -0.41
H 1.261 -2.776 -2.907 0.11
H 3.032 -2.690 -2.846 -0.06
H 3.004 -4.296 -0.643 -0.03
H 1.253 -4.402 -0.728 0.15
C 2.177 5.585 2.642 -1.19
C 2.643 6.326 1.398 0.33
C 1.477 6.993 0.674 -0.94
O 3.298 5.424 0.509 -0.50
H 1.471 4.792 2.377 0.23
H 3.023 5.113 3.138 0.34
H 1.691 6.259 3.349 0.38
H 3.377 7.082 1.673 0.35
H 0.766 6.234 0.344 -0.32
H 1.824 7.514 -0.223 0.38
H 0.960 7.714 1.316 0.62
H 2.668 4.741 0.256 0.25
C 5.017 -5.875 1.215 0.11
O 3.896 -5.428 1.389 -0.54
N 5.323 -6.847 0.344 0.17
C 6.675 -7.340 0.184 -0.91
C 4.259 -7.428 -0.468 -0.94
H 5.889 -5.505 1.780 0.28
H 7.009 -7.189 -0.844 0.33
H 6.713 -8.406 0.413 0.32
H 7.349 -6.811 0.855 0.30
H 3.793 -6.646 -1.072 0.18
H 3.500 -7.863 0.180 0.28
H 4.664 -8.193 -1.114 0.50
C 3.601 -11.451 -1.269 -0.57
O 3.743 -10.068 -1.596 -0.44
H 4.166 -11.636 -0.360 0.23
H 2.553 -11.701 -1.094 0.26
H 3.996 -12.082 -2.069 0.25
H 3.242 -9.908 -2.400 0.26
O -1.001 -2.071 -3.791 -0.62
H -1.329 -1.417 -3.164 0.27
H -0.604 -1.553 -4.499 0.30
C -8.277 2.037 3.661 -1.22
C -8.054 3.184 2.667 -0.38
C -7.246 2.823 1.423 -0.53
N -5.741 2.955 1.516 0.13
C -5.193 2.385 0.223 -1.04
C -3.685 2.240 0.216 0.07
C -3.212 1.412 1.406 0.31
C -3.704 2.035 2.700 -1.30
C -5.213 2.186 2.705 -0.74
C -5.382 4.395 1.615 -1.01
H -7.413 1.851 4.295 0.30
H -9.106 2.279 4.323 0.39
H -8.525 1.109 3.145 0.32
H -7.645 4.054 3.182 0.20
H -9.038 3.485 2.305 0.40
H -7.533 3.474 0.596 0.47
H -7.453 1.796 1.128 0.45
H -5.654 1.405 0.101 0.37
H -5.537 3.036 -0.580 0.46
H -3.378 1.740 -0.708 0.22
H -3.197 3.221 0.217 0.02
H -2.128 1.341 1.410 -0.19
H -3.589 0.388 1.324 0.24
H -3.221 3.005 2.861 0.36
H -3.417 1.408 3.545 0.47
H -5.532 2.723 3.595 0.48
H -5.689 1.206 2.677 0.50
H -5.771 4.795 2.546 0.38
H -5.816 4.918 0.767 0.35
H -4.303 4.500 1.601 0.41
Mg -0.964 6.532 0.070 0.08
C -0.234 -4.937 2.001 -0.46
N -0.900 -6.009 2.788 0.94
O -0.201 -6.735 3.467 -0.56
O -2.106 -6.093 2.700 -0.56
H 0.833 -4.994 2.188 0.23
H -0.461 -5.111 0.953 0.19
H -0.643 -3.973 2.341 0.22
```

(2)
C27H61FN18O7Si | ωB97M-V/def2-TZVPD

The SMILES is CCCCNc1c(CCCN)cc([C@H](C)F)c2ncc([Si](C)(C)C)nc12.NC(N)=O.NC(N)=O.NC(N)=O.NC(N)=O.NC(N)=O.NC(N)=O.NC(N)=O. The gap between HOMO and LUMO is 8.4216 eV. For the highest occupied orbital energy, the calculation gives -8.28 eV. For the lowest unoccupied orbital energy, the calculation gives 0.14 eV.

XYZ file:
```
115
Properties=species:S:1:pos:R:3:mulliken_charge:R:1
C -0.149 -4.650 4.566 -1.41
C -1.359 -4.276 3.707 -0.13
C -1.795 -2.816 3.833 -0.76
C -0.687 -1.792 3.620 -0.30
N -0.572 -1.354 2.222 0.43
C 0.659 -1.645 1.556 -0.70
C 1.894 -1.164 1.960 0.48
C 2.104 -0.207 3.118 -1.59
C 1.552 1.192 2.766 -1.01
C 2.283 1.725 1.514 0.48
N 1.498 1.643 0.265 -0.13
C 3.053 -1.568 1.244 -0.51
C 2.983 -2.400 0.154 0.71
C 4.262 -2.784 -0.544 -0.31
C 4.412 -2.148 -1.931 -1.25
F 4.391 -4.162 -0.653 -0.37
C 1.723 -2.871 -0.310 0.74
N 1.685 -3.678 -1.412 -0.48
C 0.481 -4.035 -1.760 -0.45
C -0.708 -3.661 -1.078 0.14
Si -2.439 -4.206 -1.660 0.00
C -2.486 -4.627 -3.484 -0.97
C -3.530 -2.694 -1.402 -1.03
C -3.100 -5.561 -0.526 -1.05
N -0.666 -2.912 0.000 0.04
C 0.569 -2.490 0.397 -0.55
H -0.015 -3.978 5.412 0.29
H 0.761 -4.546 3.970 0.38
H -0.183 -5.681 4.905 0.34
H -1.215 -4.556 2.663 0.16
H -2.205 -4.881 4.043 0.41
H -2.650 -2.639 3.185 0.21
H -2.168 -2.688 4.852 0.33
H -0.931 -0.917 4.229 0.31
H 0.264 -2.168 3.989 0.17
H -0.853 -0.397 2.089 0.44
H 1.683 -0.578 4.047 0.46
H 3.180 -0.124 3.276 0.48
H 1.668 1.883 3.594 0.50
H 0.500 1.073 2.527 0.52
H 2.509 2.776 1.683 -0.72
H 3.191 1.156 1.332 0.08
H 1.041 2.523 0.059 0.32
H 0.753 0.961 0.340 0.11
H 4.024 -1.213 1.559 0.36
H 5.092 -2.447 0.077 0.48
H 4.769 -2.919 -2.609 0.34
H 5.180 -1.375 -1.911 0.36
H 3.494 -1.697 -2.292 0.24
H 0.388 -4.674 -2.631 0.54
H -3.458 -4.316 -3.855 0.24
H -1.766 -3.979 -3.984 0.32
H -2.264 -5.664 -3.726 0.39
H -4.579 -2.981 -1.404 0.33
H -3.325 -1.981 -2.201 0.33
H -3.268 -2.179 -0.479 0.31
H -2.294 -6.265 -0.309 0.34
H -3.362 -5.101 0.425 0.29
H -3.939 -6.080 -0.981 0.34
C -4.981 -2.206 -6.112 0.60
O -4.154 -2.885 -5.516 -0.65
N -4.713 -0.969 -6.599 -0.29
N -6.261 -2.648 -6.327 -0.38
H -5.385 -0.386 -7.089 0.22
H -3.786 -0.618 -6.452 0.17
H -6.498 -3.557 -5.979 0.21
H -6.957 -2.109 -6.806 0.17
C -5.815 2.602 -6.881 0.66
O -6.013 1.398 -6.946 -0.71
N -5.111 3.279 -7.834 -0.39
N -6.281 3.356 -5.847 -0.40
H -4.936 4.265 -7.799 0.17
H -4.757 2.748 -8.608 0.21
H -6.798 2.881 -5.130 0.22
H -6.131 4.343 -5.768 0.17
C 4.270 3.355 4.474 0.74
O 3.130 3.668 4.164 -0.61
N 5.358 3.721 3.734 -0.38
N 4.540 2.611 5.585 -0.45
H 6.299 3.474 3.972 0.16
H 5.193 4.272 2.912 0.21
H 3.760 2.328 6.149 0.22
H 5.465 2.341 5.861 0.15
C -3.261 -4.652 7.169 0.74
O -3.612 -3.574 6.726 -0.65
N -3.891 -5.821 6.839 -0.42
N -2.204 -4.783 8.030 -0.41
H -3.617 -6.718 7.190 0.16
H -4.668 -5.759 6.209 0.21
H -1.721 -3.945 8.290 0.21
H -1.898 -5.660 8.404 0.16
C 2.623 6.193 0.227 0.51
O 2.513 7.286 -0.307 -0.73
N 2.435 6.008 1.563 -0.26
N 2.939 5.065 -0.478 -0.27
H 2.526 5.117 2.022 0.13
H 2.195 6.812 2.112 0.19
H 3.077 5.165 -1.466 0.19
H 3.027 4.156 -0.064 0.15
C 3.433 11.189 -1.568 0.56
O 3.055 12.231 -2.078 -0.66
N 2.732 10.026 -1.643 -0.27
N 4.611 11.107 -0.868 -0.35
H 3.030 9.160 -1.224 0.23
H 1.865 10.046 -2.145 0.18
H 5.157 11.944 -0.789 0.20
H 4.941 10.264 -0.439 0.17
C 0.733 1.661 -3.563 0.57
O -0.249 1.844 -2.866 -0.64
N 0.692 1.787 -4.928 -0.39
N 1.949 1.318 -3.046 -0.28
H 1.484 1.640 -5.523 0.15
H -0.188 2.036 -5.338 0.23
H 2.007 1.216 -2.043 0.13
H 2.767 1.167 -3.604 0.18
```